(1)
Below is an isolated molecule of C5H8N2, with properties calculated with ωB97M-V/def2-TZVPD.

## Properties
LUMO (spin up / spin down) = 0.01 / 0.01 eV
HOMO energy (spin up / spin down) = -6.63 / -6.63 eV
E = -304.70887 Ha
Energy above the lowest of the compared OMol25 structures with the same formula, charge and spin = 79.5 kcal/mol
HOMO-LUMO gap (spin up / spin down) = 6.636 / 6.635 eV

Last columns: bonded neighbours and bond lengths (Å).
Element x y z (Å)
1 C -1.397 -1.275 0.431  N2 1.446, H8 1.091, H9 1.093, H10 1.093
2 N -0.195 -0.487 0.273  C1 1.446, C3 1.309, C6 1.480
3 C 1.047 -0.861 0.454  N2 1.309, C4 1.419, H11 1.086
4 C 1.946 0.145 0.013  C3 1.419, C5 1.365, H12 1.083
5 C 1.194 1.133 -0.556  C4 1.365, C6 1.521, H13 1.085
6 C -0.288 0.834 -0.389  N2 1.480, C5 1.521, N7 1.352, H14 1.165
7 N -1.376 0.936 -1.184  C6 1.352, H15 1.015
8 H -2.174 -0.647 0.871  C1 1.091
9 H -1.750 -1.575 -0.559  C1 1.093
10 H -1.180 -2.140 1.062  C1 1.093
11 H 1.284 -1.801 0.942  C3 1.086
12 H 3.016 0.125 0.177  C4 1.083
13 H 1.548 2.092 -0.919  C5 1.085
14 H -0.255 1.509 0.559  C6 1.165
15 H -1.559 1.918 -1.368  N7 1.015

How positive or negative is each atom? The Löwdin charges in e answer that:
1. C -0.0321
2. N -0.0981
3. C -0.0466
4. C -0.0702
5. C 0.0179
6. C -0.5457
7. N -0.0326
8. H 0.0935
9. H 0.0916
10. H 0.0891
11. H 0.1350
12. H 0.0997
13. H 0.1132
14. H 0.1964
15. H -0.0110



(2)
Below is an isolated molecule of C5H8N2, with properties calculated with ωB97M-V/def2-TZVPD.

## Properties
LUMO = 0.90 eV
HOMO energy = -9.79 eV
E = -304.74060 Ha
Structure (SMILES) = C[C@H]1[C@@H](C#N)N1C
Energy above the lowest of the compared OMol25 structures with the same formula, charge and spin = 59.5 kcal/mol
HOMO-LUMO gap = 10.690 eV

Last columns: bonded neighbours and bond lengths (Å).
Element x y z (Å)
1 C -1.767 0.074 0.281  C2 1.523, H8 1.098, H9 1.068, H10 1.128
2 C -0.541 -0.228 -0.570  C1 1.523, C3 1.526, N6 1.424, H11 1.125
3 C 0.645 0.711 -0.777  C2 1.526, C4 1.452, N6 1.419, H12 1.090
4 C 0.485 2.154 -0.759  C3 1.452, N5 1.157
5 N 0.347 3.303 -0.772  C4 1.157
6 N 0.472 -0.041 0.413  C2 1.424, C3 1.419, C7 1.416
7 C 1.227 -1.199 0.721  N6 1.416, H13 1.098, H14 1.102, H15 1.081
8 H -1.840 1.149 0.496  C1 1.098
9 H -2.648 -0.348 -0.150  C1 1.068
10 H -1.636 -0.359 1.314  C1 1.128
11 H -0.431 -1.092 -1.282  C2 1.125
12 H 1.493 0.352 -1.360  C3 1.090
13 H 1.571 -1.709 -0.188  C7 1.098
14 H 0.579 -1.892 1.283  C7 1.102
15 H 2.042 -0.874 1.352  C7 1.081

How positive or negative is each atom? The Löwdin charges in e answer that:
1. C -0.0444
2. C -0.2602
3. C -0.2255
4. C -0.1600
5. N 0.1487
6. N -0.1739
7. C -0.0867
8. H 0.0834
9. H 0.0547
10. H 0.0968
11. H 0.1528
12. H 0.1436
13. H 0.0868
14. H 0.0987
15. H 0.0852



(3)
Below is an isolated molecule of C5H8N2, with properties calculated with ωB97M-V/def2-TZVPD.

## Properties
LUMO = 0.90 eV
HOMO energy = -7.63 eV
E = -304.69450 Ha
Structure (SMILES) = Cc1c[nH]c(N)c1
Energy above the lowest of the compared OMol25 structures with the same formula, charge and spin = 88.5 kcal/mol
HOMO-LUMO gap = 8.532 eV

Last columns: bonded neighbours and bond lengths (Å).
Element x y z (Å)
1 C -1.855 -0.515 -0.257  C2 1.703, H8 1.120, H9 1.095, H10 1.051
2 C -1.046 0.618 0.723  C1 1.703, C3 1.426, C7 1.426
3 C -0.362 1.644 0.006  C2 1.426, N4 1.344, H11 1.096
4 N 0.816 1.156 -0.418  C3 1.344, C5 1.374, H12 1.014
5 C 1.015 -0.117 0.056  N4 1.374, N6 1.407, C7 1.352
6 N 2.272 -0.736 -0.079  C5 1.407, H13 1.011, H14 1.011
7 C -0.058 -0.406 0.826  C2 1.426, C5 1.352, H15 1.075
8 H -1.340 -0.915 -1.168  C1 1.120
9 H -2.198 -1.423 0.252  C1 1.095
10 H -2.657 0.084 -0.577  C1 1.051
11 H -0.556 2.705 -0.188  C3 1.096
12 H 1.478 1.597 -1.047  N4 1.014
13 H 2.583 -0.870 0.874  N6 1.011
14 H 2.218 -1.647 -0.515  N6 1.011
15 H -0.213 -1.281 1.430  C7 1.075

How positive or negative is each atom? The Löwdin charges in e answer that:
1. C -0.0615
2. C -0.1891
3. C -0.0989
4. N 0.0932
5. C -0.3955
6. N 0.0775
7. C -0.1519
8. H 0.0869
9. H 0.0680
10. H 0.0302
11. H 0.1131
12. H 0.1594
13. H 0.0790
14. H 0.0746
15. H 0.1147



(4)
Below is an isolated molecule of C5H8N2, with properties calculated with ωB97M-V/def2-TZVPD.

## Properties
LUMO = 0.79 eV
HOMO energy = -8.23 eV
E = -304.75402 Ha
Structure (SMILES) = [H]/N=C/C(C)=C=CN
Energy above the lowest of the compared OMol25 structures with the same formula, charge and spin = 51.1 kcal/mol
HOMO-LUMO gap = 9.021 eV

Last columns: bonded neighbours and bond lengths (Å).
Element x y z (Å)
1 C 0.003 1.526 1.516  C2 1.512, H8 1.098, H9 1.093, H10 1.096
2 C 0.324 0.394 0.568  C1 1.512, C3 1.490, C7 1.313
3 C 1.458 -0.504 0.925  C2 1.490, N4 1.272, H11 1.101
4 N 1.755 -1.527 0.229  C3 1.272, H12 1.020
5 C -0.816 -0.125 -1.730  N6 1.397, C7 1.313, H15 1.088
6 N -1.710 -1.147 -2.058  C5 1.397, H13 1.011, H14 1.010
7 C -0.334 0.178 -0.547  C2 1.313, C5 1.313
8 H 0.820 2.260 1.528  C1 1.098
9 H -0.907 2.043 1.202  C1 1.093
10 H -0.133 1.173 2.545  C1 1.096
11 H 1.991 -0.231 1.850  C3 1.101
12 H 2.542 -2.025 0.643  N4 1.020
13 H -2.204 -1.546 -1.272  N6 1.011
14 H -2.337 -0.909 -2.813  N6 1.010
15 H -0.453 0.442 -2.585  C5 1.088

How positive or negative is each atom? The Löwdin charges in e answer that:
1. C -0.0755
2. C -0.2955
3. C -0.2190
4. N 0.0942
5. C -0.2048
6. N 0.0364
7. C 0.0057
8. H 0.0791
9. H 0.0762
10. H 0.0743
11. H 0.1111
12. H 0.0431
13. H 0.0856
14. H 0.0745
15. H 0.1147



(5)
Below is an isolated molecule of C5H8N2, with properties calculated with ωB97M-V/def2-TZVPD.

## Properties
LUMO = 0.55 eV
HOMO energy = -8.42 eV
E = -304.71104 Ha
Structure (SMILES) = CN/C(C)=C\C#N
Energy above the lowest of the compared OMol25 structures with the same formula, charge and spin = 78.1 kcal/mol
HOMO-LUMO gap = 8.975 eV

Last columns: bonded neighbours and bond lengths (Å).
Element x y z (Å)
1 C 1.574 1.127 0.329  N3 1.457, H10 1.092, H11 1.093, H12 1.093
2 C -0.619 -1.223 -1.619  C4 1.478, H13 1.094, H14 1.096, H15 1.095
3 N 0.207 0.811 -0.062  C1 1.457, C4 1.661, H8 1.019
4 C -0.411 -0.720 -0.244  C2 1.478, N3 1.661, C5 1.319
5 C -0.959 -0.903 0.942  C4 1.319, C6 1.520, H9 1.080
6 C -0.720 0.367 1.743  C5 1.520, N7 1.178
7 N -0.794 0.952 2.762  C6 1.178
8 H -0.321 1.611 -0.410  N3 1.019
9 H -1.754 -1.584 1.204  C5 1.080
10 H 1.600 1.722 1.244  C1 1.092
11 H 2.141 0.210 0.506  C1 1.093
12 H 2.057 1.703 -0.465  C1 1.093
13 H -1.235 -0.539 -2.209  C2 1.094
14 H -1.113 -2.202 -1.598  C2 1.096
15 H 0.347 -1.332 -2.123  C2 1.095

How positive or negative is each atom? The Löwdin charges in e answer that:
1. C -0.1291
2. C -0.0542
3. N -0.0967
4. C -0.2020
5. C -0.0151
6. C -0.3207
7. N 0.1117
8. H 0.1215
9. H 0.1065
10. H 0.0685
11. H 0.0857
12. H 0.0680
13. H 0.0883
14. H 0.0854
15. H 0.0820



(6)
Below is an isolated molecule of C5H8N2, with properties calculated with ωB97M-V/def2-TZVPD.

## Properties
LUMO = 1.05 eV
HOMO energy = -8.88 eV
E = -304.77319 Ha
Structure (SMILES) = Cc1ccn(C)n1
Energy above the lowest of the compared OMol25 structures with the same formula, charge and spin = 39.1 kcal/mol
HOMO-LUMO gap = 9.939 eV

Last columns: bonded neighbours and bond lengths (Å).
Element x y z (Å)
1 C -1.531 -1.206 -1.500  N2 1.441, H8 1.097, H9 1.087, H10 1.093
2 N -0.531 -0.683 -0.603  C1 1.441, C3 1.359, N7 1.317
3 C -0.091 -1.373 0.482  N2 1.359, C4 1.391, H11 1.076
4 C 0.560 -0.437 1.279  C3 1.391, C5 1.405, H12 1.085
5 C 0.531 0.740 0.513  C4 1.405, C6 1.488, N7 1.336
6 C 1.195 2.043 0.787  C5 1.488, H13 1.096, H14 1.092, H15 1.092
7 N -0.145 0.576 -0.628  N2 1.317, C5 1.336
8 H -1.614 -2.292 -1.375  C1 1.097
9 H -1.276 -0.951 -2.526  C1 1.087
10 H -2.487 -0.759 -1.216  C1 1.093
11 H 0.297 -2.232 -0.037  C3 1.076
12 H 1.003 -0.544 2.264  C4 1.085
13 H 2.283 1.925 0.853  C6 1.096
14 H 0.837 2.457 1.731  C6 1.092
15 H 0.970 2.738 -0.025  C6 1.092

How positive or negative is each atom? The Löwdin charges in e answer that:
1. C -0.0277
2. N -0.2633
3. C -0.0995
4. C -0.0266
5. C -0.3705
6. C -0.0511
7. N 0.1219
8. H 0.0895
9. H 0.0850
10. H 0.0909
11. H 0.1264
12. H 0.0998
13. H 0.0765
14. H 0.0748
15. H 0.0738



(7)
Below is an isolated molecule of C5H8N2, with properties calculated with ωB97M-V/def2-TZVPD.

## Properties
LUMO = 0.84 eV
HOMO energy = -8.86 eV
E = -304.73320 Ha
Structure (SMILES) = C[C@@]1(C=C=N)CN1
Energy above the lowest of the compared OMol25 structures with the same formula, charge and spin = 64.2 kcal/mol
HOMO-LUMO gap = 9.700 eV

Last columns: bonded neighbours and bond lengths (Å).
Element x y z (Å)
1 C -1.013 1.168 0.072  C2 1.513, H8 1.097, H9 1.095, H10 1.095
2 C -0.384 -0.182 -0.201  C1 1.513, C3 1.490, C6 1.489, N7 1.454
3 C 0.979 -0.142 -0.801  C2 1.490, C4 1.302, H11 1.084
4 C 1.880 0.711 -0.405  C3 1.302, N5 1.234
5 N 2.794 1.309 0.171  C4 1.234, H12 1.026
6 C -0.774 -1.329 0.664  C2 1.489, N7 1.463, H13 1.090, H14 1.088
7 N -1.184 -1.270 -0.739  C2 1.454, C6 1.463, H15 1.014
8 H -0.395 1.764 0.755  C1 1.097
9 H -1.114 1.731 -0.861  C1 1.095
10 H -2.000 1.051 0.530  C1 1.095
11 H 1.298 -0.927 -1.477  C3 1.084
12 H 2.988 0.558 0.843  N5 1.026
13 H -1.525 -1.144 1.433  C6 1.090
14 H -0.057 -2.109 0.913  C6 1.088
15 H -2.154 -0.988 -0.831  N7 1.014

How positive or negative is each atom? The Löwdin charges in e answer that:
1. C -0.0299
2. C -0.5367
3. C -0.0527
4. C -0.1893
5. N 0.1301
6. C -0.1167
7. N 0.0440
8. H 0.0845
9. H 0.0874
10. H 0.0806
11. H 0.1198
12. H 0.0794
13. H 0.1043
14. H 0.1029
15. H 0.0922



(8)
Below is an isolated molecule of C5H8N2, with properties calculated with ωB97M-V/def2-TZVPD.

## Properties
LUMO (spin up / spin down) = -0.09 / -0.34 eV
HOMO energy (spin up / spin down) = -9.23 / -8.62 eV
E = -304.61423 Ha
Energy above the lowest of the compared OMol25 structures with the same formula, charge and spin = 138.8 kcal/mol
HOMO-LUMO gap (spin up / spin down) = 9.136 / 8.283 eV

Last columns: bonded neighbours and bond lengths (Å).
Element x y z (Å)
1 C -0.239 -1.988 -0.450  C2 1.260, H10 1.037
2 C -1.119 -1.237 0.050  C1 1.260, C3 1.501, H8 1.040
3 C -1.136 0.250 -0.150  C2 1.501, C4 1.542, N6 1.253
4 C 0.045 0.869 -0.923  C3 1.542, N7 1.373, H9 1.065, H11 1.121
5 C 1.670 0.264 0.554  N7 1.353, H12 1.071, H13 1.039, H14 1.135
6 N -1.907 1.005 0.489  C3 1.253, H15 0.985
7 N 1.182 0.132 -0.701  C4 1.373, C5 1.353
8 H -1.938 -1.605 0.575  C2 1.040
9 H 0.072 1.892 -0.629  C4 1.065
10 H 0.765 -1.968 -0.707  C1 1.037
11 H -0.210 0.788 -2.012  C4 1.121
12 H 0.968 -0.055 1.297  C5 1.071
13 H 1.842 1.265 0.772  C5 1.039
14 H 2.653 -0.240 0.816  C5 1.135
15 H -2.647 0.628 1.018  N6 0.985

How positive or negative is each atom? The Löwdin charges in e answer that:
1. C 0.1685
2. C -0.1613
3. C -0.3566
4. C -0.2259
5. C -0.1852
6. N 0.1608
7. N -0.0552
8. H 0.0809
9. H 0.1108
10. H 0.0285
11. H 0.1338
12. H 0.0826
13. H 0.0702
14. H 0.1086
15. H 0.0393



The calculation returns the following strongest force on any atom values, one per record and in order: 0.0110 0.0255 0.0354 0.0083 0.0958 0.0491 0.0254 0.0724 hartree/bohr.